# 1
This record from the Open Molecules 2025 dataset describes an isolated ion of composition C4H7N2 and charge +1 at a distorted geometry. The level of theory is ωB97M-V/def2-TZVPD.

The geometry in XYZ format:
```
13
C4H7N2, DFT ωB97M-V/def2-TZVPD
C 0.95643 -2.17618 1.37208
N 0.33617 -1.51138 0.61060
C -0.46617 -0.70654 -0.36328
N -1.55759 -0.08438 0.33706
C 0.57705 0.30926 -0.83949
C 0.72874 1.63421 -0.67055
H 1.15528 -2.99200 2.03831
H -0.64736 -1.32556 -1.30849
H -2.42060 -0.38167 0.10558
H -1.62950 0.85638 0.59680
H 1.26161 -0.26887 -1.50360
H 1.46738 2.19286 -1.19166
H 0.13658 2.35078 -0.16067
```

## Properties
* charge: +1
* relative energy (zero: lowest compared OMol25 entry of this formula, charge and spin): 100.7 kcal per mole
* orbital gap: 9.31 eV
* DFT total energy: -265.74793 Eh
* maximum force: 0.12818 Eh/bohr
* SMILES: C#[N+][C@@H](N)C=C



# 2
This record from the Open Molecules 2025 dataset describes C22H20B3Ba2Br10O24 as an isolated structure at a distorted geometry. The level of theory is ωB97M-V/def2-TZVPD.

The geometry in XYZ format:
```
81
C22H20B3Ba2Br10O24, DFT ωB97M-V/def2-TZVPD
Ba -0.00087 5.39536 -5.95656
Ba -6.40247 1.10837 3.69639
O 0.19526 0.99306 -2.21674
C 0.26171 0.33581 -1.18564
O -0.08347 0.74041 0.10864
B 0.19797 -0.37774 1.01409
O 0.54441 -1.52627 0.13848
C 0.73697 -1.13078 -1.08040
O 1.11662 -1.86908 -1.93786
O -0.96175 -0.60507 1.82193
C -0.83735 -0.42137 3.06665
O -1.74163 -0.22988 3.86521
C 0.72035 -0.28374 3.28044
O 1.23803 -0.17242 2.09698
O 1.29862 -0.20321 4.30422
O -6.79847 2.38617 -7.80828
C -6.17574 1.98605 -6.83241
O -6.57563 0.97949 -6.08262
B -5.43879 0.79306 -5.08261
O -4.39928 1.80735 -5.36055
C -4.73119 2.40141 -6.46496
O -4.12741 3.37077 -6.97910
O -5.89583 0.78399 -3.69820
C -5.46469 -0.16059 -2.99871
O -5.64627 -0.35860 -1.80666
C -4.65050 -1.07564 -3.90359
O -4.79989 -0.53868 -5.12907
O -3.88874 -2.02142 -3.64302
O -3.84249 12.48713 1.70925
C -3.38507 11.36348 1.78989
O -3.84373 10.23366 1.35033
B -2.91085 9.08414 1.60765
O -2.00394 9.71023 2.63058
C -2.07804 11.03211 2.62225
O -1.32729 11.87026 3.13339
O -3.50462 7.86685 2.13723
C -3.05703 6.80441 1.42787
O -3.27884 5.65849 1.77342
C -2.11609 7.36394 0.29802
O -2.13874 8.66024 0.40577
O -1.48474 6.74482 -0.60770
Br 0.17224 0.11895 -9.26252
C -0.02378 -1.84308 -9.10477
C -0.01477 -2.53539 -10.48059
Br 1.70757 -2.22578 -11.44389
H -0.99166 -1.88418 -8.60515
H 0.73591 -2.24392 -8.43373
H -0.89932 -2.28721 -11.06717
H -0.22083 -3.58621 -10.27709
Br 6.16505 -5.14980 8.29427
C 4.87376 -6.22028 7.30586
C 3.70884 -5.25749 6.99054
Br 2.45066 -6.02177 5.61995
H 4.58222 -7.02551 7.98019
H 5.35201 -6.58792 6.39800
H 3.97856 -4.27602 6.60057
H 3.19451 -4.91057 7.88676
Br 6.26856 0.07029 -1.77283
C 7.42346 0.07998 -3.38919
C 6.70786 -0.46651 -4.58959
Br 5.53954 0.84116 -5.13689
H 8.21633 -0.61580 -3.11468
H 7.87634 1.05772 -3.55368
H 5.92414 -1.19677 -4.38805
H 7.42496 -0.68719 -5.38026
Br 0.22196 -1.48159 10.98269
C 1.46953 -0.10581 11.73561
C 2.96108 -0.16260 11.32032
Br 3.92658 1.33489 12.25721
H 1.48259 -0.29789 12.80846
H 1.13673 0.87723 11.40249
H 3.10884 -0.08010 10.24354
H 3.32494 -1.12952 11.66785
Br 1.74857 -9.18260 -1.74152
C 0.34537 -7.91949 -1.15465
C -0.44848 -8.50216 0.00440
Br -1.83975 -9.92615 -0.38256
H -0.37881 -7.85602 -1.96683
H 0.82461 -6.95027 -1.01671
H -0.95768 -7.71654 0.56262
H 0.20330 -9.03469 0.69700
```

## Properties
* charge: +1
* relative energy (zero: lowest compared OMol25 entry of this formula, charge and spin): 416.3 kcal per mole
* orbital gap: 2.78 eV
* DFT total energy: -28521.84939 Eh
* maximum force: 0.08558 Eh/bohr



# 3
This record from the Open Molecules 2025 dataset describes one molecule with the formula C8H11BN2S at a distorted geometry. The level of theory is ωB97M-V/def2-TZVPD.

The geometry in XYZ format:
```
23
C8H11BN2S, DFT ωB97M-V/def2-TZVPD
C 1.91732 -1.81860 -1.07448
N 1.21734 -0.67987 -0.60914
C 0.00552 -0.67405 -0.24169
C -0.70722 -1.90693 0.17306
C -1.35200 -1.91216 1.30677
C -1.33467 -0.76657 2.20826
C -0.97510 0.40299 1.62929
C -0.75121 0.59491 0.19729
B -2.00462 1.44224 -0.42137
S -3.34450 1.67961 -1.49314
N -0.77092 1.95953 -0.34778
C 0.25283 2.86970 -0.61092
H 1.97633 -1.93915 -2.19158
H 2.92658 -1.79656 -0.85857
H 1.66697 -2.75204 -0.62246
H -0.99257 -2.67017 -0.53041
H -1.86303 -2.92476 1.49728
H -1.51480 -0.79480 3.25026
H -0.92531 1.25167 2.30621
H -2.79008 2.90808 -1.71451
H -0.23820 3.71478 -1.18541
H 0.64749 3.41380 0.24430
H 1.14302 2.30793 -1.14819
```

## Properties
* relative energy (zero: lowest compared OMol25 entry of this formula, charge and spin): 74.7 kcal per mole
* orbital gap: 8.56 eV
* DFT total energy: -843.88397 Eh
* maximum force: 0.07095 Eh/bohr
* SMILES: C/N=C1\C=CC=C[C@]12B(S)N2C



The highest relative energy (zero: lowest compared OMol25 entry of this formula, charge and spin) belongs to which entry? C22H20B3Ba2Br10O24